{"formula": "C18H22MgS3Te", "method": "ωB97M-V/def2-TZVPD", "total_charge": 2, "orbital_gap_ev": 8.9, "lumo_ev": -5.73, "e_homo_ev": -14.67, "elements": ["Mg", "C", "C", "S", "C", "C", "S", "C", "C", "S", "H", "H", "H", "H", "H", "H", "H", "H", "H", "H", "H", "H", "Te", "C", "C", "C", "C", "C", "C", "C", "C", "C", "C", "C", "C", "H", "H", "H", "H", "H", "H", "H", "H", "H", "H"], "xyz": [[-0.89658, -0.69841, 1.60771], [0.47470, -2.06852, -1.22040], [1.54830, -2.05292, -0.13989], [1.54267, -0.71129, 1.08569], [1.71349, 0.84239, 0.15785], [0.54735, 1.31977, -0.70858], [-1.03934, 1.40574, 0.18491], [-2.24468, 0.75326, -1.00847], [-1.90248, -0.56579, -1.69889], [-1.25498, -1.90294, -0.63376], [0.53399, -3.02351, -1.74192], [0.64881, -1.29308, -1.96149], [2.52995, -2.07141, -0.61532], [1.48505, -2.94794, 0.48135], [2.61307, 0.76545, -0.45413], [1.93315, 1.57238, 0.93904], [0.41608, 0.69336, -1.58496], [0.77728, 2.32409, -1.06373], [-2.43380, 1.51401, -1.76589], [-3.15906, 0.66252, -0.41897], [-1.18470, -0.42640, -2.50478], [-2.80869, -0.95376, -2.16313], [-2.79871, -0.37455, 3.71955], [-0.83213, 0.10228, 4.33623], [-0.20365, -0.64541, 5.33186], [1.08544, -0.31773, 5.72083], [1.74367, 0.76188, 5.13842], [1.10750, 1.52867, 4.17591], [-0.18312, 1.20030, 3.76821], [-2.23787, -2.28636, 2.91251], [-3.23363, -2.98845, 2.22620], [-2.94359, -4.20950, 1.64290], [-1.65541, -4.73560, 1.70612], [-0.66247, -4.04263, 2.37517], [-0.94652, -2.81722, 2.98867], [-0.71933, -1.46924, 5.80980], [1.57133, -0.89166, 6.49850], [2.74296, 1.02022, 5.46176], [1.59825, 2.40144, 3.76434], [-0.70748, 1.85248, 3.07737], [-4.24343, -2.59827, 2.16862], [-3.72774, -4.75894, 1.13895], [-1.43994, -5.69554, 1.25656], [0.32897, -4.46723, 2.47488], [-0.18013, -2.33726, 3.58973]], "nbo_charge": [1.58, -0.52, -0.55, 0.15, -0.55, -0.54, 0.15, -0.54, -0.53, 0.13, 0.27, 0.23, 0.27, 0.25, 0.27, 0.26, 0.23, 0.27, 0.27, 0.25, 0.24, 0.27, 0.63, -0.34, -0.24, -0.17, -0.18, -0.14, -0.33, -0.36, -0.25, -0.15, -0.21, -0.12, -0.43, 0.24, 0.25, 0.25, 0.23, 0.24, 0.24, 0.25, 0.25, 0.23, 0.25]}